A structure of composition C24H26InN6O4, computed with the ωB97M-V functional and the def2-TZVPD basis.

```
61
Properties=species:S:1:pos:R:3:forces:R:3:mulliken_charge:R:1
In 0.031696 -0.010976 -0.060546 0.11 0.10 0.14 2.295
O -3.734738 1.037751 1.170743 0.04 0.01 -0.02 -0.599
C -2.746057 0.936921 0.487357 0.05 0.12 0.02 -0.248
N -1.447514 1.286593 0.794790 -0.10 -0.10 0.01 -0.141
C -1.118953 2.274878 1.685509 -0.08 -0.09 -0.01 0.117
O -1.858741 2.952391 2.355565 0.02 -0.02 -0.02 -0.624
C 0.378844 2.540399 1.708654 0.04 -0.01 -0.07 0.485
C 0.870449 3.586936 2.466840 0.01 0.05 0.03 -0.700
C 2.227759 3.858295 2.421751 0.03 -0.01 0.00 -0.252
C 3.048513 3.076254 1.621140 0.02 0.04 0.01 -0.924
C 2.483473 2.040083 0.904319 -0.10 -0.05 -0.01 -0.146
N 1.174212 1.775788 0.948884 -0.06 -0.02 0.04 -0.143
C -2.860486 0.377698 -0.926579 0.07 -0.04 -0.01 0.769
C -4.093356 0.313419 -1.546692 -0.04 0.00 -0.03 -0.585
C -4.147993 -0.116528 -2.865527 0.01 0.01 -0.01 -0.413
C -2.974512 -0.470025 -3.515548 -0.07 -0.01 -0.01 -0.883
C -1.781090 -0.402764 -2.818491 0.06 -0.03 0.11 -0.227
N -1.733454 0.007518 -1.549358 -0.03 0.01 -0.08 -0.084
H 0.178069 4.168029 3.059584 0.01 -0.02 -0.01 0.538
H 2.643618 4.674701 2.997685 -0.02 -0.01 -0.01 0.449
H 4.109954 3.265701 1.545040 -0.02 0.00 0.01 0.439
H 3.086523 1.406251 0.266617 0.00 -0.01 0.00 0.442
H -4.972564 0.623025 -0.999172 0.01 0.00 0.01 0.551
H -5.095793 -0.157491 -3.387197 0.02 0.00 0.01 0.475
H -2.978191 -0.787189 -4.549171 0.01 0.00 0.02 0.468
H -0.832372 -0.668472 -3.269307 0.00 0.01 0.02 0.542
O 3.203794 -0.857752 -2.562052 0.00 0.11 0.01 -0.695
C 2.412953 -0.732321 -1.659883 -0.26 -0.24 -0.10 0.447
O 1.231524 -0.180324 -1.746769 0.20 0.00 0.00 -0.675
C 2.762079 -1.323311 -0.297328 0.00 0.09 0.12 0.429
C 3.953294 -2.004657 -0.112883 0.03 -0.01 0.01 -0.800
C 4.226858 -2.528050 1.139741 0.00 -0.01 0.02 -0.501
C 3.306411 -2.352694 2.165984 0.05 -0.03 0.01 -0.730
C 2.140556 -1.662621 1.902021 -0.04 0.07 -0.10 -0.480
N 1.878419 -1.157828 0.692714 0.14 -0.07 -0.12 0.222
H 4.629087 -2.104435 -0.950903 -0.02 0.00 0.02 0.587
H 5.147472 -3.068095 1.319947 -0.01 0.01 -0.01 0.478
H 3.487104 -2.746354 3.156757 0.00 0.01 -0.02 0.477
H 1.390471 -1.507945 2.667159 -0.02 0.00 0.00 0.430
C -2.726182 -5.503028 -1.035920 0.01 0.01 -0.02 -1.190
C -2.803599 -4.007412 -1.300658 0.05 -0.08 0.02 -0.913
N -1.754260 -3.239796 -0.618786 -0.02 0.03 0.05 0.646
C -0.399279 -3.361470 -1.173171 -0.02 -0.05 0.09 -0.338
C 0.545789 -4.169321 -0.292090 -0.06 0.03 0.02 -1.263
C -1.996535 -2.523167 0.482570 0.00 -0.07 -0.10 0.773
C -3.318548 -2.679618 1.185060 0.02 0.00 -0.01 -1.970
N -1.105378 -1.680160 0.951128 0.06 0.05 0.08 -0.409
H -3.489365 -6.019637 -1.618817 0.02 0.00 0.03 0.454
H -2.887001 -5.730779 0.018808 0.02 0.01 -0.01 0.270
H -1.754959 -5.904267 -1.329665 -0.04 -0.01 0.00 0.288
H -3.772143 -3.611857 -1.013572 -0.06 0.03 0.01 0.556
H -2.696566 -3.813223 -2.369090 0.01 0.04 -0.01 0.421
H 0.021131 -2.377128 -1.368133 0.00 0.14 -0.06 -0.159
H -0.507986 -3.841006 -2.143967 0.01 0.01 -0.05 0.570
H 0.640315 -3.712005 0.691918 0.00 -0.03 0.00 0.144
H 1.536470 -4.208237 -0.748958 -0.04 0.01 -0.01 0.432
H 0.187062 -5.190558 -0.167400 0.01 0.01 0.01 0.417
H -3.674099 -3.707093 1.176179 0.00 0.01 0.00 0.443
H -4.069626 -2.040612 0.713485 0.02 -0.02 -0.01 0.358
H -3.220501 -2.351700 2.217640 -0.01 0.01 0.00 0.439
H -1.438907 -1.288444 1.825243 -0.05 -0.01 -0.02 0.238
```
Positions in Å, forces in eV/Å.

DFT total energy: -1749.74270 Eh
Net charge: +1
Energy above the lowest of the compared OMol25 structures with the same formula, charge and spin: 0.53 kcal/mol